The following is a DFT calculation (the ωB97M-V functional and the def2-TZVPD basis) of a molecular structure, C13H47Li2N8O20.

```
90
Properties=species:S:1:pos:R:3:mulliken_charge:R:1
Li -2.88 1.23 -3.79 0.87
Li -0.90 -1.25 -3.68 0.96
C 0.28 -0.96 0.35 -0.11
C -0.02 -0.21 1.44 0.70
C -0.98 1.01 1.32 1.02
O -1.03 1.95 2.19 -0.89
C -1.55 1.25 0.09 0.18
C -1.18 0.54 -1.17 -0.60
C -0.06 -0.59 -1.00 -0.50
O 0.25 -1.20 -1.97 -0.65
O -1.80 0.72 -2.24 -0.50
O 0.33 -0.67 2.56 -0.87
H 0.84 -1.88 0.43 0.17
H -2.27 2.01 -0.18 0.41
O -2.12 -0.29 -4.87 -1.14
H -1.58 0.51 -5.04 0.18
O -2.40 -1.87 3.26 -0.66
H -3.10 -1.28 2.97 0.33
H -1.61 -1.34 3.23 0.37
O -4.67 -0.51 -0.66 -0.72
H -3.77 -0.49 -0.33 0.24
H -4.78 -1.40 -0.99 0.28
O 2.44 0.03 5.01 -0.66
H 3.02 -0.72 5.15 0.31
H 1.94 -0.19 4.22 0.24
O -0.17 -3.89 2.02 -0.72
H 0.27 -4.28 2.77 0.31
H 0.05 -2.96 2.07 0.53
O -2.21 4.52 1.53 -0.64
H -2.17 3.65 1.93 0.33
H -3.10 4.58 1.16 0.26
O -4.61 1.34 -2.76 -0.64
H -4.85 2.24 -2.56 0.35
H -4.60 0.90 -1.91 0.37
O -1.28 0.93 5.16 -0.71
H -0.43 1.15 5.55 0.31
H -1.21 1.22 4.25 0.32
O -1.39 -3.05 -2.99 -0.63
H -0.80 -2.90 -2.25 0.44
H -1.35 -4.00 -3.14 0.24
O 0.14 -4.17 -0.77 -0.65
H 0.08 -4.05 0.18 0.37
H 1.05 -3.97 -0.99 0.25
O 0.21 4.25 -1.54 -0.65
H -0.02 3.32 -1.66 0.27
H 0.97 4.38 -2.11 0.32
C 2.38 1.67 -2.95 0.46
O 2.82 2.78 -3.11 -0.75
N 1.36 1.11 -3.59 0.15
N 2.77 0.98 -1.99 -0.02
H 0.91 1.52 -4.40 0.15
H 1.29 0.15 -3.30 -0.06
H 3.41 1.42 -1.35 0.18
H 2.29 0.14 -1.70 -0.02
C 1.16 -2.90 -4.92 0.76
O 0.85 -1.70 -4.73 -0.71
N 0.58 -3.63 -5.90 -0.47
N 1.91 -3.62 -4.11 -0.32
H -0.07 -3.25 -6.58 0.24
H 0.86 -4.58 -6.07 0.13
H 2.22 -4.55 -4.35 0.18
H 2.40 -3.22 -3.33 0.21
C 2.36 3.51 2.55 0.59
O 3.30 3.98 3.10 -0.73
N 1.55 4.18 1.80 -0.19
N 1.98 2.28 2.73 0.11
H 1.68 5.15 1.55 0.19
H 0.62 3.80 1.66 0.11
H 2.43 1.59 3.32 0.03
H 1.00 2.09 2.58 -0.18
C -5.17 1.89 1.72 0.55
O -6.13 2.03 0.91 -0.70
N -4.72 2.88 2.46 -0.41
N -4.44 0.83 1.91 -0.32
H -4.26 2.70 3.34 0.21
H -4.81 3.85 2.20 0.18
H -4.83 0.16 1.26 0.36
H -3.46 0.72 2.12 0.07
C 3.90 -0.14 1.23 -0.64
C 3.87 -1.66 1.19 1.24
C 5.07 -2.50 1.58 -1.55
O 2.87 -2.10 2.16 -0.63
H 2.88 0.26 1.24 -0.05
H 4.41 0.29 0.38 0.35
H 4.39 0.29 2.11 0.35
H 3.35 -1.91 0.26 -0.27
H 4.89 -3.42 1.02 0.37
H 5.17 -2.78 2.63 0.34
H 6.02 -2.06 1.28 0.36
H 2.00 -1.86 1.84 0.14
```

Its LUMO energy is 0.048 hartree. The value obtained for the HOMO-LUMO gap is 7.2 eV. As for the net charge: -1. The value obtained for the molecular weight is 649.437 g/mol. The HOMO energy comes out at -5.88 eV.